(1)
Formula: C5H8N
Source: OMol25
Level of theory: ωB97M-V/def2-TZVPD

## Properties
* net charge: +1
* multiplicity: 1
* gap between HOMO and LUMO (alpha / beta): 8.453 / 9.688 eV
* HOMO level (alpha / beta): -14.21 / -14.90 eV

Last column: natural (NBO) charge in e.
CARTESIAN COORDINATES (ANGSTROEM)
C 1.86944 -0.00080 -0.11291  -0.54
C -1.40760 0.08579 0.71902  -0.21
C -1.37666 -0.06391 -0.76235  -0.23
C 0.86414 1.15497 -0.06727  0.14
C 0.84008 -1.14142 0.13348  0.14
N -0.15424 -0.00687 0.05683  -0.31
H 2.10248 -0.35531 -1.12493  0.29
H 2.68893 0.08360 0.61959  0.29
H -1.59341 1.03506 1.19999  0.25
H -1.64261 -0.89260 1.27634  0.26
H -1.88346 -0.78626 -1.32031  0.27
H -1.57636 0.83852 -1.29811  0.24
H 0.70062 1.84722 0.77628  0.21
H 0.49622 -1.98681 -0.33306  0.20

(2)
Formula: C8H10BrN4O3Pd
Source: OMol25
Level of theory: ωB97M-V/def2-TZVPD

## Properties
* net charge: -1
* multiplicity: 1
* gap between HOMO and LUMO: 6.151 eV
* HOMO level: -3.53 eV

Last column: natural (NBO) charge in e.
CARTESIAN COORDINATES (ANGSTROEM)
Pd -0.56494 -0.00694 -1.13413  0.25
O -2.09415 4.65735 -1.38734  -0.68
C -2.14961 3.32822 -1.03993  0.30
C -2.32613 2.32382 -1.93785  -0.35
C -2.34149 0.96518 -1.47154  -0.06
N -2.30159 0.67943 -0.11150  -0.59
C -2.06674 1.71634 0.68402  0.20
Br -1.83307 1.26191 2.54805  -0.04
C -2.00958 3.03655 0.34312  -0.42
H -2.09303 4.71010 -2.34817  0.47
H -2.41594 2.51787 -3.00020  0.21
H -2.87744 0.23247 -2.06998  0.20
H -1.87682 3.82492 1.06681  0.23
C 3.30945 -3.73804 1.72624  -0.27
O 1.93259 -3.96756 1.49115  -0.52
C 1.09505 -2.93737 1.15870  0.87
O -0.02931 -3.17672 0.83146  -0.58
N 1.64433 -1.68915 1.28693  -0.51
N 0.95876 -0.57707 0.79574  -0.65
H 3.75398 -4.71757 1.88402  0.20
H 3.47521 -3.13965 2.62789  0.17
H 3.79587 -3.26505 0.86977  0.18
H 2.59563 -1.56560 1.57695  0.37
H 1.55767 -0.00505 0.21339  0.39
H 0.55573 -0.02793 1.54551  0.37
N 1.55435 -0.24961 -3.49376  -0.62
C 0.75120 -0.19084 -2.65534  -0.12

(3)
Formula: C20H40Br8O9
Source: OMol25
Level of theory: ωB97M-V/def2-TZVPD

## Properties
* multiplicity: 1
* gap between HOMO and LUMO: 10.102 eV
* HOMO level: -9.95 eV
* SMILES: CCOC(=O)OC.CCOC(=O)OC.CCOC(=O)OC.BrCCBr.BrCCBr.BrCCBr.BrCCBr

Last column: Löwdin charge in e.
CARTESIAN COORDINATES (ANGSTROEM)
Br 2.26283 -0.78656 -4.29249  0.62
C 0.92018 0.30448 -5.21602  -0.71
C 0.27902 1.08814 -4.12799  -0.74
Br -1.23846 2.05647 -4.89302  0.62
H 0.23000 -0.39519 -5.76660  0.08
H 1.48423 0.87018 -5.94768  0.05
H 1.03548 1.86808 -3.75312  0.09
H -0.12128 0.33546 -3.43138  0.03
Br 4.18999 -0.17416 3.05967  0.61
C 3.20816 -1.88780 3.21968  -0.67
C 3.99846 -3.03543 3.87873  -0.65
Br 4.52388 -2.36740 5.64645  0.60
H 2.88822 -2.12501 2.17210  0.07
H 2.32748 -1.71122 3.79668  0.03
H 4.83409 -3.40597 3.25198  0.07
H 3.34931 -3.87980 3.88550  0.05
Br -3.10025 1.83122 -0.92767  0.69
C -1.54366 2.90800 -0.59639  -0.72
C -1.76441 4.22920 0.03524  -0.69
Br -2.82992 5.50862 -0.99935  0.60
H -0.90026 2.96190 -1.61048  0.10
H -0.98950 2.38868 0.21756  0.04
H -0.77254 4.62983 0.34201  0.08
H -2.38913 4.08571 0.86799  0.03
Br -0.80388 -6.00367 2.55317  0.64
C -2.09611 -5.06515 1.49079  -0.74
C -3.54577 -5.23882 2.00010  -0.69
Br -4.72784 -4.35320 0.77030  0.66
H -2.01874 -5.58696 0.54896  0.03
H -1.75991 -4.06887 1.38105  0.02
H -3.69135 -4.88452 3.04825  0.08
H -3.73072 -6.28425 1.87714  0.04
C -4.32385 -1.59114 -2.10407  -0.08
C -3.25847 -1.29264 -3.10663  -0.23
O -2.36490 -2.41118 -3.18211  0.06
C -1.32526 -2.38726 -2.37675  -0.56
O -1.02472 -1.65417 -1.43298  0.07
O -0.68489 -3.57545 -2.62824  -0.02
C 0.35808 -3.96553 -1.63696  0.00
H -4.93652 -2.41983 -2.55050  0.10
H -4.99764 -0.72435 -2.17838  0.08
H -3.98145 -1.74831 -1.08044  0.05
H -2.71868 -0.41717 -2.85610  0.05
H -3.68855 -1.09363 -4.05615  0.12
H 0.02923 -4.81964 -1.04126  0.08
H 0.66236 -3.10468 -1.09724  0.06
H 1.20835 -4.36006 -2.22362  0.10
C -2.15061 -0.50037 1.89364  -0.06
C -0.70898 -0.58181 1.52726  -0.19
O 0.17140 -0.40189 2.71564  0.02
C 0.41088 0.86803 3.01002  -0.57
O 0.08330 1.85592 2.30970  0.05
O 1.10182 0.96208 4.15575  -0.04
C 1.44195 2.30927 4.49402  -0.04
H -2.23475 -0.85330 2.92546  0.09
H -2.80174 -1.06528 1.22770  0.07
H -2.43348 0.59241 1.93942  0.08
H -0.24796 0.03612 0.77448  0.10
H -0.44414 -1.58537 1.20623  0.10
H 0.54630 2.97603 4.46301  0.11
H 2.09721 2.67945 3.71851  0.08
H 1.98127 2.25534 5.44069  0.10
C 4.03341 1.46851 -0.63697  -0.05
C 2.54496 1.74059 -0.38425  -0.18
O 1.96621 2.77084 -1.24160  0.00
C 1.91657 3.98120 -0.66432  -0.59
O 2.37727 4.32168 0.39802  0.12
O 1.32756 4.83670 -1.55048  -0.04
C 1.26520 6.27015 -1.22757  -0.01
H 4.40913 1.33919 -1.65311  0.09
H 4.22711 0.58623 -0.07637  0.04
H 4.58859 2.19034 -0.16315  0.05
H 2.31886 1.97400 0.68489  0.12
H 1.97101 0.87691 -0.74036  0.12
H 1.22964 6.43690 -0.14353  0.10
H 0.41062 6.62992 -1.76555  0.08
H 2.14069 6.78323 -1.56691  0.08

(4)
Formula: C24H32Cl5O3SSeSiY
Source: OMol25
Level of theory: ωB97M-V/def2-TZVPD

## Properties
* multiplicity: 1
* gap between HOMO and LUMO: 7.897 eV
* HOMO level: -7.84 eV

Last column: natural (NBO) charge in e.
CARTESIAN COORDINATES (ANGSTROEM)
Y 1.61398 -0.00209 -0.04741  1.55
Cl -0.81691 -0.98061 -1.65733  0.09
C -1.15401 0.71775 -1.33829  -0.03
C -0.17668 1.37844 -0.63463  -0.65
C -0.45092 2.68770 -0.30510  0.07
Cl 0.71682 3.53072 0.70748  0.03
C -1.61514 3.33994 -0.69262  -0.13
Cl -1.89702 4.98208 -0.26859  0.06
C -2.56416 2.63026 -1.43522  -0.07
Cl -4.01513 3.40431 -1.93606  0.07
C -2.34515 1.29071 -1.75622  -0.09
Cl -3.50702 0.37912 -2.64068  0.06
Se 0.77180 -1.40894 2.09382  -0.29
C 0.79563 -0.04951 3.44844  -0.17
C 1.65247 1.04921 3.39953  -0.20
C 1.62190 2.03752 4.37408  -0.21
C 0.74013 1.93286 5.43919  -0.23
C -0.10511 0.83363 5.51189  -0.19
C -0.08327 -0.14564 4.52676  -0.24
H 2.38662 1.14746 2.60394  0.17
H 2.29129 2.88596 4.30162  0.21
H 0.71496 2.69757 6.20465  0.21
H -0.79704 0.74218 6.34019  0.21
H -0.75786 -0.98959 4.58899  0.22
C 3.57384 3.04265 -1.40640  -0.61
C 3.89619 1.84158 -2.26802  0.28
C 2.82260 1.58910 -3.31016  -0.63
C 5.25881 2.02838 -2.91714  -0.64
O 3.92454 0.70593 -1.34526  -1.00
Si 4.37764 -0.89930 -1.60598  2.22
S 2.61214 -1.97394 -1.40781  -0.87
O 5.07398 -1.00892 -3.06232  -0.97
C 5.66652 -2.07438 -3.83921  0.29
C 4.98886 -2.04895 -5.19516  -0.62
C 7.14583 -1.74573 -3.94907  -0.62
C 5.45925 -3.41283 -3.14577  -0.65
O 5.45529 -1.28325 -0.44528  -0.96
C 5.74589 -0.75024 0.85357  0.29
C 4.44891 -0.40338 1.58385  -0.64
C 6.46987 -1.85622 1.60202  -0.62
C 6.62908 0.47641 0.70384  -0.63
H 3.46691 3.93759 -2.02164  0.23
H 4.36458 3.21317 -0.67331  0.22
H 2.63120 2.90884 -0.87513  0.21
H 2.77119 2.42954 -4.00514  0.22
H 1.83288 1.48832 -2.85289  0.21
H 3.03488 0.67961 -3.87458  0.24
H 5.23634 2.95093 -3.50150  0.22
H 5.51799 1.20287 -3.57559  0.24
H 6.03547 2.12909 -2.15560  0.21
H 5.12068 -1.07201 -5.66461  0.21
H 3.92008 -2.24376 -5.08765  0.22
H 5.41659 -2.81017 -5.85055  0.21
H 7.28166 -0.75420 -4.38451  0.21
H 7.65478 -2.47540 -4.58261  0.21
H 7.61002 -1.75677 -2.96139  0.22
H 4.39832 -3.63978 -3.03078  0.23
H 5.92508 -3.41359 -2.15675  0.22
H 5.91952 -4.20491 -3.74016  0.22
H 3.75997 -1.25045 1.58146  0.25
H 3.99260 0.48047 1.11108  0.18
H 4.63913 -0.12908 2.62266  0.24
H 5.81600 -2.72031 1.73056  0.22
H 6.79252 -1.51009 2.58660  0.21
H 7.34875 -2.16772 1.03539  0.22
H 6.12190 1.24520 0.11736  0.21
H 7.55919 0.20820 0.20019  0.22
H 6.87172 0.89456 1.68316  0.21

(5)
Formula: C2H5N3
Source: OMol25
Level of theory: ωB97M-V/def2-TZVPD

## Properties
* multiplicity: 1
* gap between HOMO and LUMO: 10.154 eV
* HOMO level: -9.49 eV
* SMILES: [H]/N=C\N/C=N/[H]

Last column: natural (NBO) charge in e.
CARTESIAN COORDINATES (ANGSTROEM)
C -0.80502 -0.16900 1.13836  0.28
C 0.50300 0.08926 -0.86839  0.25
H 0.88274 0.03260 1.94950  0.31
H -1.79629 -0.62072 1.15171  0.16
H -1.65750 0.17355 -0.75023  0.44
H 1.55018 0.33825 -0.37667  0.17
H 1.49776 0.45901 -2.25776  0.34
N -0.03360 -0.16472 2.31171  -0.66
N -0.68911 0.03633 -0.20711  -0.64
N 0.54784 -0.17456 -2.09112  -0.64

(6)
Formula: C5H9NO3
Source: OMol25
Level of theory: ωB97M-V/def2-TZVPD

## Properties
* multiplicity: 1
* gap between HOMO and LUMO (alpha / beta): 7.535 / 7.534 eV
* HOMO level (alpha / beta): -8.12 / -8.12 eV

Last column: natural (NBO) charge in e.
CARTESIAN COORDINATES (ANGSTROEM)
C -0.05566 -0.01401 -1.63403  0.34
C -1.29231 -0.67869 0.50189  -0.21
C 2.27957 -0.02218 0.83321  -0.73
C 0.11743 -0.78877 -0.40223  0.18
C 1.08202 0.54479 0.13023  0.56
N -2.12094 0.48627 0.41333  -0.87
O -0.83874 1.02230 -1.84942  -0.61
O 0.62929 -1.95063 -0.41983  -0.76
O 0.76520 1.71772 0.25541  -0.58
H -0.85630 1.59826 -1.04605  0.54
H 0.23823 -0.51919 -2.55451  0.19
H -3.04834 0.31935 0.04622  0.40
H -1.85020 1.25800 1.00885  0.40
H -0.89306 -0.85066 1.50151  0.20
H -1.84154 -1.56909 0.20141  0.22
H 2.86353 -0.61224 0.12370  0.26
H 1.95166 -0.71733 1.60927  0.26
H 2.87017 0.77610 1.28105  0.23

The evaluated relative energy (zero: lowest compared OMol25 entry of this formula, charge and spin) for the records listed, in turn: 7.318 0.508 0.000 1.377 2.460 4.856 eV.
The evaluated electronic energy for the records listed, in turn: -6790.771 -94083.589 -600155.911 -179272.049 -6622.477 -12959.850 eV.